Entry 1:
# C34H58BN4O5P2STl

A structure of composition C34H58BN4O5P2STl at a distorted geometry (the ωB97M-V functional and the def2-TZVPD basis, OMol25).

Results
lowest unoccupied orbital energy: 4.19 eV
HOMO-LUMO gap: 4.74 eV
HOMO: -0.553 eV
total charge: -2
energy above the lowest of the compared OMol25 structures with the same formula, charge and spin: 23.5 kcal per mole

Positions of all 106 atoms, in Å:
Tl  1.240  -0.535  0.282
C  -3.916  2.298  -0.787
C  -3.154  1.142  -0.137
C  -4.020  0.483  0.942
C  -2.867  0.075  -1.211
P  -1.448  1.499  0.564
C  -0.850  2.704  -0.719
N  0.603  2.808  -0.733
B  1.570  1.694  -0.586
N  2.844  2.455  -0.608
C  4.181  1.932  -0.362
P  4.198  0.099  -0.633
C  4.871  -0.017  -2.393
C  4.792  -1.480  -2.857
C  6.278  0.516  -2.652
C  3.865  0.781  -3.244
C  5.569  -0.377  0.583
C  6.012  -1.815  0.279
C  6.787  0.541  0.706
C  4.848  -0.407  1.944
C  2.628  3.820  -0.691
C  3.512  4.885  -0.673
C  3.004  6.188  -0.782
C  1.640  6.404  -0.900
C  0.740  5.329  -0.909
C  1.235  4.038  -0.801
C  -1.600  2.622  2.073
C  -2.617  3.759  2.014
C  -1.894  1.727  3.288
C  -0.198  3.221  2.274
H  -4.855  1.914  -1.208
H  -3.352  2.750  -1.605
H  -4.171  3.083  -0.075
H  -4.877  -0.012  0.468
H  -4.412  1.215  1.653
H  -3.463  -0.278  1.496
H  -3.812  -0.297  -1.623
H  -2.317  -0.765  -0.785
H  -2.268  0.470  -2.037
H  -1.299  3.683  -0.546
H  -1.202  2.347  -1.688
H  4.450  2.146  0.677
H  4.932  2.415  -0.994
H  5.553  -2.106  -2.390
H  4.951  -1.515  -3.942
H  3.817  -1.928  -2.648
H  7.038  -0.132  -2.213
H  6.428  1.531  -2.274
H  6.454  0.539  -3.736
H  2.852  0.390  -3.117
H  4.149  0.694  -4.300
H  3.844  1.841  -2.978
H  6.738  -1.848  -0.537
H  5.158  -2.446  0.012
H  6.489  -2.248  1.168
H  7.411  0.530  -0.186
H  7.407  0.205  1.549
H  6.502  1.578  0.904
H  4.017  -1.115  1.932
H  4.439  0.569  2.222
H  5.555  -0.713  2.727
H  4.578  4.716  -0.573
H  3.686  7.030  -0.769
H  1.260  7.415  -0.984
H  -0.325  5.512  -0.988
H  -3.643  3.383  2.024
H  -2.486  4.387  1.128
H  -2.493  4.404  2.894
H  -2.932  1.395  3.320
H  -1.690  2.280  4.212
H  -1.263  0.836  3.281
H  0.043  3.972  1.519
H  0.578  2.450  2.239
H  -0.157  3.703  3.258
C  -6.815  -4.574  -0.384
C  -6.021  -3.457  0.281
N  -5.254  -3.918  1.433
C  -6.059  -4.191  2.616
C  -5.696  -5.525  3.256
C  -4.004  -3.251  1.696
O  -3.821  -2.772  2.820
C  -3.072  -3.227  0.611
C  -3.112  -4.108  -0.527
C  -2.203  -4.020  -1.510
C  -1.116  -2.995  -1.467
N  -1.111  -2.137  -0.313
C  -1.983  -2.318  0.627
H  -7.356  -4.194  -1.257
H  -7.548  -5.010  0.301
H  -6.142  -5.369  -0.712
H  -6.711  -2.651  0.578
H  -5.326  -3.032  -0.438
H  -7.112  -4.188  2.326
H  -5.906  -3.393  3.345
H  -5.825  -6.342  2.542
H  -6.311  -5.724  4.140
H  -4.648  -5.505  3.562
H  -3.874  -4.881  -0.564
H  -2.192  -4.711  -2.346
H  -1.119  -2.375  -2.362
H  -1.888  -1.669  1.501
O  0.156  -3.737  -1.547
S  1.490  -2.925  -1.928
O  2.004  -3.611  -3.097
O  1.044  -1.544  -2.177
O  2.362  -3.014  -0.768

=====

Entry 2:
# C34H58Br7N3O7P

A cluster of 4 separate species, C34H58Br7N3O7P in total at a distorted geometry (the ωB97M-V functional and the def2-TZVPD basis, OMol25).

Results
lowest unoccupied orbital energy: -2.51 eV
HOMO-LUMO gap: 7.01 eV
HOMO: -9.519 eV
total charge: +1

Positions of all 110 atoms, in Å:
C  -6.086  4.460  -2.760
C  -5.754  3.130  -2.087
O  -6.610  2.887  -0.979
C  -7.342  1.688  -1.050
C  -6.486  0.447  -0.912
O  -5.785  0.390  0.350
N  -4.531  0.916  0.280
C  -4.193  2.162  0.799
P  -5.298  3.387  1.631
O  -4.536  3.635  3.042
O  -6.663  2.566  1.954
C  -2.868  2.261  0.497
C  -2.010  3.426  0.877
C  -1.295  3.035  2.186
O  -1.834  2.798  3.211
Br  0.651  2.860  2.085
N  -2.456  1.140  -0.193
C  -1.070  0.996  -0.696
C  -0.490  -0.420  -0.627
C  -0.236  -1.026  -1.995
O  -0.525  -2.162  -2.239
O  0.334  -0.217  -2.949
C  -3.500  0.300  -0.287
C  -3.525  -1.052  -0.888
C  -3.473  -2.212  0.152
C  -3.691  -1.832  1.630
C  -2.414  -1.418  2.354
C  -2.624  -1.171  3.854
C  -1.323  -1.259  4.658
C  -0.180  -0.420  4.083
C  1.201  -1.067  4.233
C  1.396  -2.249  3.270
C  1.296  -1.842  1.803
C  2.388  -0.873  1.337
C  3.077  -1.366  0.070
N  3.846  -0.313  -0.574
C  4.321  -0.380  -1.857
C  4.969  0.786  -2.148
C  4.928  1.603  -0.987
C  4.230  0.891  -0.050
H  -5.512  5.264  -2.300
H  -7.132  4.710  -2.590
H  -5.833  4.459  -3.818
H  -4.738  3.226  -1.683
H  -5.713  2.311  -2.809
H  -8.149  1.676  -0.320
H  -7.828  1.625  -2.034
H  -7.124  -0.433  -0.996
H  -5.807  0.394  -1.763
H  -5.012  4.299  3.556
H  -6.461  1.689  2.317
H  -1.224  3.625  0.152
H  -2.629  4.299  1.069
H  -1.043  1.417  -1.699
H  -0.463  1.653  -0.081
H  0.491  -0.382  -0.149
H  -1.109  -1.118  -0.077
H  -0.380  0.123  -3.504
H  -4.451  -1.169  -1.447
H  -2.729  -1.195  -1.612
H  -4.220  -2.966  -0.089
H  -2.513  -2.725  0.061
H  -4.046  -2.745  2.115
H  -4.491  -1.103  1.765
H  -1.656  -2.195  2.229
H  -2.077  -0.472  1.918
H  -3.016  -0.157  3.982
H  -3.352  -1.860  4.286
H  -1.018  -2.302  4.776
H  -1.533  -0.891  5.664
H  -0.118  0.551  4.579
H  -0.292  -0.207  3.019
H  1.965  -0.317  4.013
H  1.394  -1.404  5.254
H  2.400  -2.647  3.446
H  0.692  -3.048  3.517
H  0.291  -1.481  1.588
H  1.401  -2.755  1.210
H  1.994  0.131  1.154
H  3.141  -0.769  2.120
H  3.794  -2.143  0.353
H  2.374  -1.806  -0.639
H  4.151  -1.258  -2.464
H  5.426  1.035  -3.093
H  5.347  2.595  -0.861
H  3.983  1.212  0.948
Br  5.116  -2.070  -4.449
C  6.491  -2.144  -5.824
C  7.286  -0.868  -5.865
Br  6.299  0.574  -6.718
H  5.991  -2.362  -6.762
H  7.131  -2.981  -5.552
H  8.183  -0.999  -6.466
H  7.559  -0.517  -4.875
Br  7.538  2.886  -0.035
C  8.922  3.005  -1.396
C  9.431  4.412  -1.560
Br  8.170  5.520  -2.541
H  8.492  2.607  -2.310
H  9.719  2.349  -1.054
H  10.344  4.420  -2.152
H  9.610  4.904  -0.610
Br  0.180  -4.569  -0.166
C  0.571  -6.272  0.696
C  2.024  -6.372  1.080
Br  3.153  -6.721  -0.461
H  0.262  -7.050  0.006
H  -0.059  -6.301  1.582
H  2.179  -7.214  1.752
H  2.397  -5.464  1.544

=====

Entry 3:
# C34H58F3I2N3O9

A structure of composition C34H58F3I2N3O9 at a distorted geometry (the ωB97M-V functional and the def2-TZVPD basis, OMol25).

Results
lowest unoccupied orbital energy: -1.55 eV
HOMO-LUMO gap: 6.92 eV
HOMO: -8.473 eV
total charge: 0

Positions of all 109 atoms, in Å:
C  2.682  -0.579  4.124
C  2.382  -0.692  5.635
C  1.098  -1.511  6.001
C  0.153  -1.842  4.818
C  -0.747  -0.611  4.456
C  -2.190  -1.058  4.039
C  -2.159  -1.451  2.530
C  -2.795  -0.334  1.596
C  -1.919  0.091  0.423
C  -1.595  -0.903  -0.555
C  -2.072  -2.349  -0.408
O  -1.244  -3.218  -0.428
O  -3.433  -2.576  -0.280
C  -3.756  -3.880  0.045
F  -3.221  -4.290  1.190
F  -5.091  -3.890  0.229
F  -3.515  -4.737  -0.941
C  -0.825  -0.569  -1.671
C  -0.504  -1.604  -2.747
C  -0.862  -1.123  -4.201
C  0.373  -1.081  -5.134
C  1.177  -2.422  -5.148
C  -0.360  0.756  -1.763
C  0.539  1.201  -2.947
O  1.718  0.821  -2.879
O  0.035  1.911  -3.823
N  -0.649  1.666  -0.830
I  0.146  3.564  -1.121
C  -1.432  1.373  0.252
C  -1.770  2.463  1.260
C  -0.756  2.627  2.432
O  -1.183  2.862  3.516
I  1.377  2.464  2.229
H  1.826  -0.185  3.558
H  2.979  -1.535  3.664
H  3.511  0.129  3.952
H  3.247  -1.201  6.096
H  2.379  0.329  6.052
H  1.415  -2.413  6.546
H  0.516  -0.894  6.708
H  -0.551  -2.611  5.192
H  0.656  -2.285  3.946
H  -0.853  0.036  5.340
H  -0.323  -0.032  3.618
H  -2.926  -0.274  4.267
H  -2.447  -1.967  4.610
H  -2.802  -2.333  2.388
H  -1.140  -1.664  2.173
H  -3.727  -0.741  1.170
H  -3.098  0.491  2.251
H  -1.048  -2.543  -2.592
H  0.565  -1.857  -2.645
H  -1.629  -1.762  -4.669
H  -1.259  -0.096  -4.149
H  0.083  -0.889  -6.181
H  1.089  -0.293  -4.859
H  1.897  -2.378  -5.982
H  0.455  -3.241  -5.291
H  1.772  -2.546  -4.231
H  -1.955  3.443  0.788
H  -2.722  2.202  1.740
C  2.749  -5.411  -2.837
O  3.181  -4.960  -4.107
C  4.177  -3.943  -4.058
C  5.533  -4.482  -4.480
N  6.085  -5.399  -3.488
C  7.228  -6.184  -3.950
C  7.042  -7.100  -5.162
O  6.207  -8.222  -4.933
C  4.816  -7.963  -4.994
H  1.846  -6.002  -2.985
H  3.498  -6.054  -2.364
H  2.513  -4.573  -2.175
H  4.223  -3.466  -3.074
H  3.875  -3.181  -4.779
H  6.225  -3.644  -4.616
H  5.397  -4.973  -5.451
H  5.361  -6.037  -3.190
H  7.535  -6.812  -3.109
H  8.059  -5.499  -4.152
H  8.024  -7.516  -5.401
H  6.720  -6.558  -6.059
H  4.574  -7.201  -5.741
H  4.434  -7.671  -4.013
H  4.314  -8.888  -5.279
C  -5.654  9.580  1.381
O  -4.243  9.695  1.376
C  -3.678  10.000  2.648
C  -2.954  8.799  3.232
N  -3.883  7.749  3.633
C  -3.260  6.458  3.919
C  -2.464  5.772  2.807
O  -3.244  5.291  1.726
C  -3.614  6.271  0.768
H  -5.990  9.579  0.344
H  -5.978  8.641  1.840
H  -6.122  10.422  1.898
H  -4.429  10.391  3.341
H  -2.942  10.790  2.478
H  -2.377  9.118  4.106
H  -2.250  8.445  2.469
H  -4.568  7.617  2.902
H  -4.067  5.780  4.209
H  -2.613  6.571  4.794
H  -2.002  4.884  3.236
H  -1.632  6.386  2.440
H  -2.838  7.030  0.639
H  -4.563  6.736  1.040
H  -3.760  5.768  -0.190

=====

Entry 4:
# C34H60Cl2P2Sn

A structure of composition C34H60Cl2P2Sn at a distorted geometry (the ωB97M-V functional and the def2-TZVPD basis, OMol25).

Results
lowest unoccupied orbital energy (spin up / spin down): -0.45 / -0.83 eV
HOMO-LUMO gap (spin up / spin down): 6.83 / 5.24 eV
HOMO (spin up / spin down): -7.276 / -6.069 eV
total charge: 0
energy above the lowest of the compared OMol25 structures with the same formula, charge and spin: 0.0 kcal per mole

Positions of all 99 atoms, in Å:
P  1.246  0.405  -1.453
C  0.981  1.983  -2.508
C  2.082  2.459  -3.463
C  1.749  3.831  -4.063
C  0.348  3.899  -4.678
C  -0.744  3.319  -3.775
C  -0.368  1.932  -3.240
C  1.241  -0.984  -2.734
C  1.917  -0.684  -4.068
C  2.020  -1.959  -4.908
C  0.655  -2.632  -5.100
C  -0.119  -2.814  -3.791
C  -0.178  -1.532  -2.946
C  3.113  0.539  -1.265
C  3.485  1.779  -0.437
C  5.011  1.930  -0.339
C  5.699  0.669  0.194
C  5.248  -0.594  -0.547
C  3.721  -0.726  -0.645
H  0.906  2.714  -1.679
H  2.195  1.749  -4.291
H  3.060  2.506  -2.966
H  2.500  4.077  -4.824
H  1.831  4.582  -3.268
H  0.108  4.940  -4.921
H  0.353  3.338  -5.623
H  -0.906  3.988  -2.920
H  -1.691  3.252  -4.324
H  -1.155  1.573  -2.566
H  -0.309  1.227  -4.082
H  1.834  -1.764  -2.228
H  2.697  -2.653  -4.395
H  2.918  -0.254  -3.922
H  1.323  0.053  -4.627
H  2.466  -1.720  -5.882
H  0.795  -3.607  -5.583
H  0.056  -2.013  -5.782
H  -1.137  -3.164  -4.000
H  0.377  -3.588  -3.190
H  -0.658  -1.739  -1.978
H  -0.799  -0.778  -3.455
H  3.550  0.651  -2.277
H  3.056  2.693  -0.871
H  3.057  1.682  0.573
H  5.397  2.137  -1.344
H  5.261  2.797  0.283
H  5.459  0.560  1.260
H  6.788  0.776  0.112
H  5.669  -1.491  -0.078
H  5.641  -0.555  -1.569
H  3.475  -1.617  -1.240
H  3.285  -0.894  0.350
Sn  -1.238  -0.385  1.204
Cl  0.531  -2.002  0.634
Cl  -1.313  1.809  0.115
C  -3.067  -1.422  0.870
H  -3.341  -2.199  1.593
C  -3.942  -1.355  -0.231
C  -5.068  -2.239  -0.211
C  -5.920  -2.337  -1.294
C  -5.707  -1.562  -2.441
C  -4.643  -0.644  -2.476
C  -3.787  -0.518  -1.396
H  -5.213  -2.840  0.687
H  -6.768  -3.020  -1.247
H  -4.501  -0.019  -3.358
H  -2.980  0.224  -1.392
H  -6.364  -1.661  -3.297
C  -4.215  -0.858  4.349
C  -3.023  -0.084  4.925
C  -2.844  -0.471  6.395
P  -1.493  -0.183  3.863
C  -0.604  1.399  4.238
C  -0.676  1.844  5.701
C  0.824  1.441  3.689
C  -0.443  -1.625  4.426
C  0.217  -1.438  5.791
C  -1.221  -2.945  4.354
H  -4.053  -1.941  4.402
H  -4.432  -0.580  3.311
H  -5.098  -0.625  4.958
H  -3.265  0.993  4.878
H  -2.643  -1.542  6.524
H  -2.074  0.104  6.918
H  -3.784  -0.260  6.922
H  -1.223  2.098  3.645
H  -0.177  1.141  6.377
H  -0.155  2.802  5.801
H  -1.703  1.998  6.049
H  0.861  1.285  2.601
H  1.234  2.440  3.891
H  1.483  0.705  4.174
H  0.348  -1.663  3.656
H  -0.524  -1.399  6.595
H  0.855  -2.306  5.997
H  0.851  -0.547  5.856
H  -1.694  -3.104  3.375
H  -0.522  -3.778  4.519
H  -1.994  -3.005  5.133